<i>
{
  "formula": "C4H2OS",
  "method": "ωB97M-V with the def2-TZVPD basis set",
  "elements": ["C", "C", "C", "C", "O", "S", "H", "H"],
  "positions_angstrom": [[1.32, 1.20, -0.28], [0.05, -1.15, -0.09], [-1.76, 0.82, 0.40], [-1.05, -0.43, 0.04], [-2.44, -0.20, 0.01], [1.56, -0.23, 0.41], [2.02, 2.03, 0.07], [0.31, -2.04, -0.55]],
  "homo_lumo_gap_ev": 8.35,
  "molar_mass_da": 98.13,
  "homo_energy_ev": -8.60,
  "spin_multiplicity": 1
}

***

<ii>
{
  "formula": "C4H2OS",
  "method": "ωB97M-V with the def2-TZVPD basis set",
  "elements": ["C", "C", "C", "C", "O", "S", "H", "H"],
  "positions_angstrom": [[0.28, -0.71, -0.09], [-0.95, -0.54, 0.62], [0.64, 0.50, -0.57], [0.17, 1.83, -0.47], [-1.56, 0.49, 0.70], [1.81, 1.74, -1.03], [0.82, -1.73, -0.23], [-1.21, -1.58, 1.07]],
  "homo_lumo_gap_ev": 7.43,
  "molar_mass_da": 98.13,
  "homo_energy_ev": -9.18,
  "spin_multiplicity": 1
}

***

Stability check: which of them is least stable? <i>.

***

<i>
{
  "formula": "C2H2O4",
  "method": "ωB97M-V with the def2-TZVPD basis set",
  "elements": ["C", "C", "O", "O", "O", "O", "H", "H"],
  "positions_angstrom": [[-1.26, -0.38, -0.22], [0.46, -0.17, -0.07], [-1.89, -1.38, -0.31], [-1.37, 0.84, -0.15], [1.17, 0.21, -1.09], [0.86, 0.14, 1.09], [1.72, 0.99, -0.93], [0.31, -0.25, 1.69]],
  "homo_lumo_gap_ev": 10.19,
  "molar_mass_da": 90.03,
  "homo_energy_ev": -10.09,
  "spin_multiplicity": 1
}

***

<ii>
{
  "formula": "C2H2O4",
  "method": "ωB97M-V with the def2-TZVPD basis set",
  "elements": ["C", "C", "O", "O", "O", "O", "H", "H"],
  "positions_angstrom": [[1.57, 0.20, 0.00], [-0.38, -0.34, -0.24], [2.26, -0.53, -0.57], [1.30, 1.11, 0.69], [-0.76, -1.25, 0.57], [-1.31, 0.60, -0.41], [-1.65, -1.11, 0.96], [-1.02, 1.31, -1.00]],
  "homo_lumo_gap_ev": 10.28,
  "molar_mass_da": 90.03,
  "homo_energy_ev": -9.94,
  "spin_multiplicity": 1
}

***

Stability check: which of them is least stable? <i>.

***

<i>
{
  "formula": "C5H8Cl2",
  "method": "ωB97M-V with the def2-TZVPD basis set",
  "elements": ["C", "C", "C", "C", "C", "Cl", "Cl", "H", "H", "H", "H", "H", "H", "H", "H"],
  "positions_angstrom": [[0.36, -0.95, -1.20], [0.07, 0.26, -0.81], [0.77, -1.35, -2.59], [-0.21, 1.45, 2.37], [-1.06, 0.39, 1.79], [-0.03, 1.75, -1.57], [-0.82, -1.22, 2.29], [0.33, -1.74, -0.46], [0.46, -0.60, -3.31], [1.85, -1.47, -2.65], [0.31, -2.30, -2.85], [0.83, 1.12, 2.44], [-0.27, 2.34, 1.75], [-0.54, 1.72, 3.38], [-2.05, 0.60, 1.43]],
  "homo_lumo_gap_ev": [9.02, 7.81],
  "molar_mass_da": 139.03,
  "homo_energy_ev": [-8.59, -7.94],
  "spin_multiplicity": 1
}

***

<ii>
{
  "formula": "C5H8Cl2",
  "method": "ωB97M-V with the def2-TZVPD basis set",
  "elements": ["C", "C", "C", "Cl", "C", "C", "Cl", "H", "H", "H", "H", "H", "H", "H", "H"],
  "positions_angstrom": [[2.34, 0.72, -1.06], [1.02, 0.57, -1.04], [0.28, 0.45, 0.17], [-0.44, 2.08, 0.20], [-0.88, -0.69, 0.07], [-1.60, -0.98, 1.35], [-2.16, -0.14, -1.03], [2.90, 0.96, -1.96], [3.14, 0.72, -0.26], [0.30, 0.63, -1.86], [0.98, 0.37, 1.14], [-0.51, -1.56, -0.36], [-1.97, -0.01, 1.67], [-1.01, -1.54, 2.02], [-2.39, -1.60, 0.97]],
  "homo_lumo_gap_ev": 10.69,
  "molar_mass_da": 139.03,
  "homo_energy_ev": -9.77,
  "smiles": "C=C[C@@H](Cl)[C@@H](C)Cl",
  "spin_multiplicity": 1
}

***

Stability check: which of them is least stable? <i>.

***

<i>
{
  "formula": "CH3I2NS2",
  "method": "ωB97M-V with the def2-TZVPD basis set",
  "elements": ["C", "N", "S", "S", "I", "I", "H", "H", "H"],
  "positions_angstrom": [[0.23, -0.05, 0.19], [1.27, -0.08, 1.11], [2.49, -2.72, -0.17], [2.50, 0.78, 1.36], [4.32, -1.37, -0.13], [2.88, 2.53, -0.24], [0.02, -0.97, -0.32], [-0.84, 0.22, 0.49], [0.32, 0.53, -0.75]],
  "homo_lumo_gap_ev": [5.45, 5.46],
  "molar_mass_da": 346.98,
  "homo_energy_ev": [-7.83, -7.84],
  "spin_multiplicity": 1
}

***

<ii>
{
  "formula": "CH3I2NS2",
  "method": "ωB97M-V with the def2-TZVPD basis set",
  "elements": ["C", "N", "S", "S", "I", "I", "H", "H", "H"],
  "positions_angstrom": [[-1.61, -0.39, -0.03], [-0.36, -0.03, -0.62], [2.12, 3.58, -0.08], [1.11, -0.43, -0.59], [3.15, 1.60, 0.75], [1.47, -2.66, 0.42], [-1.56, -1.49, 0.18], [-1.91, 0.23, 0.78], [-2.41, -0.41, -0.82]],
  "homo_lumo_gap_ev": [8.17, 5.37],
  "molar_mass_da": 346.98,
  "homo_energy_ev": [-9.10, -8.00],
  "spin_multiplicity": 1
}

***

Stability check: which of them is least stable? <i>.

***

<i>
{
  "formula": "C5H7IN2",
  "method": "ωB97M-V with the def2-TZVPD basis set",
  "elements": ["C", "C", "C", "N", "N", "C", "C", "I", "H", "H", "H", "H", "H", "H", "H"],
  "positions_angstrom": [[1.59, -0.92, -0.17], [0.17, -0.46, -0.67], [0.11, 0.83, -1.24], [-0.08, 1.91, -0.64], [-0.35, 1.93, 0.67], [-0.92, 0.96, 1.24], [-1.02, -0.34, 0.62], [-3.14, -0.49, -0.14], [2.22, -1.56, -0.76], [1.23, -1.35, 0.80], [2.15, -0.03, 0.10], [-0.12, -1.33, -1.24], [0.47, 0.86, -2.31], [-1.38, 1.14, 2.31], [-0.91, -1.16, 1.42]],
  "homo_lumo_gap_ev": 8.67,
  "molar_mass_da": 222.03,
  "homo_energy_ev": -9.12,
  "smiles": "C[C@@H]1C=NN=C[C@H]1I",
  "spin_multiplicity": 1
}

***

<ii>
{
  "formula": "C5H7IN2",
  "method": "ωB97M-V with the def2-TZVPD basis set",
  "elements": ["C", "C", "C", "N", "N", "C", "C", "I", "H", "H", "H", "H", "H", "H", "H"],
  "positions_angstrom": [[0.20, -0.50, -1.25], [-0.10, 0.43, -0.03], [0.03, -0.51, 1.23], [0.84, 1.52, 0.01], [0.27, 2.61, -0.01], [-1.12, 2.57, 0.04], [-1.45, 1.09, -0.03], [-3.17, -0.01, 0.00], [0.02, 0.00, -2.28], [-0.25, -1.50, -1.17], [1.20, -0.55, -1.29], [1.03, -0.75, 1.37], [-0.59, -1.32, 1.21], [-0.25, 0.33, 2.00], [-1.74, 3.35, -0.21]],
  "homo_lumo_gap_ev": 8.72,
  "molar_mass_da": 222.03,
  "homo_energy_ev": -9.07,
  "smiles": "CC1(C)N=NC=C1I",
  "spin_multiplicity": 1
}

***

Stability check: which of them is least stable? <i>.

***

<i>
{
  "formula": "C2H3Br2O2Si",
  "method": "ωB97M-V with the def2-TZVPD basis set",
  "elements": ["C", "C", "O", "O", "Si", "Br", "Br", "H", "H", "H"],
  "positions_angstrom": [[-1.41, -0.47, 1.79], [2.15, 0.34, -0.69], [-1.53, -1.66, 1.72], [-1.33, 0.43, 2.60], [-0.98, 0.05, -0.17], [-1.73, 1.75, -1.66], [-1.74, -1.63, -1.43], [2.33, -0.53, -0.11], [2.48, 0.49, -1.83], [1.77, 1.23, -0.23]],
  "homo_lumo_gap_ev": [7.69, 6.38],
  "molar_mass_da": 246.94,
  "total_charge": -1,
  "homo_energy_ev": [-4.72, -3.29],
  "spin_multiplicity": 1
}

***

<ii>
{
  "formula": "C2H3Br2O2Si",
  "method": "ωB97M-V with the def2-TZVPD basis set",
  "elements": ["C", "C", "O", "O", "Si", "Br", "Br", "H", "H", "H"],
  "positions_angstrom": [[-3.19, 0.78, 0.34], [-0.08, -0.21, 0.10], [-3.41, 0.15, -0.60], [-3.07, 1.43, 1.25], [-0.82, -1.99, -0.19], [0.95, -3.39, 0.48], [-2.26, -1.93, 1.85], [-0.86, 0.57, -0.17], [0.38, 0.03, 1.03], [0.75, -0.24, -0.65]],
  "homo_lumo_gap_ev": 6.68,
  "molar_mass_da": 246.94,
  "total_charge": -1,
  "homo_energy_ev": -3.38,
  "spin_multiplicity": 1
}

***

Stability check: which of them is least stable? <i>.

***

<i>
{
  "formula": "C33H54AsIrN6O4S",
  "method": "ωB97M-V with the def2-TZVPD basis set",
  "elements": ["Ir", "N", "C", "C", "C", "O", "O", "H", "H", "H", "H", "H", "H", "C", "C", "C", "C", "N", "H", "H", "H", "H", "H", "H", "H", "H", "H", "C", "As", "C", "C", "C", "C", "C", "C", "C", "C", "H", "H", "H", "H", "H", "H", "H", "H", "H", "H", "H", "H", "H", "C", "C", "C", "N", "C", "S", "N", "C", "O", "C", "C", "C", "C", "C", "C", "H", "H", "H", "H", "H", "H", "H", "H", "H", "H", "H", "H", "H", "H", "C", "N", "C", "C", "C", "N", "C", "C", "O", "H", "H", "H", "H", "H", "H", "H", "H", "H", "H", "H", "H"],
  "positions_angstrom": [[0.51, 0.61, 1.14], [2.08, 1.36, 2.55], [1.50, 2.10, 3.68], [0.63, 3.24, 3.17], [-0.73, 2.89, 2.58], [-1.73, 3.37, 3.07], [-0.78, 2.13, 1.51], [2.65, 0.58, 2.84], [2.69, 2.00, 2.04], [2.28, 2.49, 4.33], [0.91, 1.39, 4.26], [1.19, 3.80, 2.41], [0.43, 3.94, 3.99], [0.36, -1.75, -3.31], [-0.80, -2.22, -2.42], [-1.21, -3.64, -2.77], [-1.99, -1.28, -2.63], [-0.50, -2.13, -0.98], [0.04, -1.71, -4.35], [1.21, -2.44, -3.26], [0.70, -0.76, -3.01], [-1.62, -3.67, -3.78], [-1.97, -4.00, -2.08], [-0.36, -4.33, -2.75], [-2.26, -1.24, -3.69], [-1.73, -0.27, -2.30], [-2.85, -1.62, -2.06], [-2.18, -1.74, 1.88], [-0.73, -0.75, 2.69], [-1.72, 0.12, 4.11], [0.35, -2.05, 3.67], [-0.45, -3.08, 4.42], [-0.95, -4.20, 3.77], [-1.71, -5.13, 4.45], [-1.99, -4.95, 5.79], [-1.50, -3.84, 6.46], [-0.73, -2.91, 5.77], [-2.67, -2.35, 2.64], [-1.84, -2.35, 1.05], [-2.89, -1.00, 1.50], [-2.29, -0.64, 4.65], [-2.39, 0.87, 3.68], [-1.05, 0.62, 4.81], [0.94, -1.44, 4.36], [1.05, -2.51, 2.96], [-0.73, -4.35, 2.71], [-2.09, -6.01, 3.93], [-2.59, -5.68, 6.33], [-1.71, -3.70, 7.51], [-0.34, -2.04, 6.30], [1.69, 5.22, -0.76], [1.42, 5.36, -2.25], [1.10, 4.04, -2.94], [-0.15, 3.48, -2.43], [-0.29, 2.51, -1.55], [1.06, 1.57, -1.04], [-1.53, 2.19, -1.09], [-2.81, 2.68, -1.46], [-3.68, 2.69, -0.63], [-3.05, 3.05, -2.88], [-2.48, 2.33, -3.93], [-2.78, 2.66, -5.24], [-3.63, 3.73, -5.50], [-4.19, 4.46, -4.46], [-3.91, 4.11, -3.15], [1.93, 6.19, -0.32], [2.52, 4.54, -0.57], [0.81, 4.83, -0.23], [2.29, 5.79, -2.75], [0.59, 6.06, -2.42], [1.89, 3.31, -2.77], [0.99, 4.17, -4.01], [-0.99, 3.99, -2.69], [-1.53, 1.79, -0.15], [-1.82, 1.49, -3.72], [-2.36, 2.09, -6.06], [-3.86, 4.00, -6.53], [-4.86, 5.28, -4.67], [-4.36, 4.64, -2.32], [0.46, -2.98, -0.36], [1.89, -2.75, -0.68], [2.59, -3.76, -1.47], [3.84, -3.17, -2.11], [4.64, -2.46, -1.04], [3.81, -1.46, -0.38], [4.48, -0.32, 0.22], [2.51, -1.70, -0.11], [1.89, -0.95, 0.69], [0.35, -2.90, 0.72], [0.27, -4.02, -0.63], [-0.36, -1.17, -0.70], [1.91, -4.12, -2.23], [2.86, -4.61, -0.84], [3.56, -2.46, -2.89], [4.43, -3.96, -2.56], [5.50, -1.94, -1.48], [5.03, -3.18, -0.31], [5.04, -0.61, 1.11], [3.75, 0.44, 0.48], [5.18, 0.10, -0.50]],
  "homo_lumo_gap_ev": [7.67, 7.91],
  "molar_mass_da": 898.04,
  "total_charge": 1,
  "homo_energy_ev": [-9.88, -10.47],
  "spin_multiplicity": 2
}

***

<ii>
{
  "formula": "C33H54AsIrN6O4S",
  "method": "ωB97M-V with the def2-TZVPD basis set",
  "elements": ["Ir", "N", "C", "C", "C", "O", "O", "H", "H", "H", "H", "H", "H", "C", "C", "C", "C", "N", "H", "H", "H", "H", "H", "H", "H", "H", "H", "C", "As", "C", "C", "C", "C", "C", "C", "C", "C", "H", "H", "H", "H", "H", "H", "H", "H", "H", "H", "H", "H", "H", "C", "C", "C", "N", "C", "S", "N", "C", "O", "C", "C", "C", "C", "C", "C", "H", "H", "H", "H", "H", "H", "H", "H", "H", "H", "H", "H", "H", "H", "C", "N", "C", "C", "C", "N", "C", "C", "O", "H", "H", "H", "H", "H", "H", "H", "H", "H", "H", "H", "H"],
  "positions_angstrom": [[-0.48, -0.15, -0.37], [-1.89, 1.73, -0.59], [-2.07, 2.40, 0.71], [-2.89, 1.52, 1.64], [-2.30, 0.15, 1.94], [-2.21, -0.24, 3.08], [-1.99, -0.61, 0.90], [-1.60, 2.37, -1.32], [-2.77, 1.31, -0.89], [-2.57, 3.36, 0.58], [-1.08, 2.59, 1.13], [-3.88, 1.37, 1.19], [-3.05, 2.04, 2.59], [-1.81, -1.72, -3.80], [-0.52, -1.49, -3.01], [0.58, -0.97, -3.96], [-0.05, -2.79, -2.38], [-0.83, -0.36, -2.13], [-1.65, -2.50, -4.54], [-2.13, -0.81, -4.31], [-2.61, -2.05, -3.13], [0.86, -1.77, -4.64], [1.47, -0.66, -3.41], [0.22, -0.13, -4.56], [0.25, -3.47, -3.18], [-0.83, -3.26, -1.80], [0.82, -2.64, -1.73], [-1.14, -5.45, 0.77], [-1.41, -3.51, 0.96], [-0.53, -3.30, 2.70], [-3.31, -3.56, 1.52], [-3.57, -4.18, 2.85], [-3.50, -3.42, 4.01], [-3.71, -4.00, 5.25], [-3.99, -5.36, 5.35], [-4.07, -6.13, 4.20], [-3.86, -5.54, 2.96], [-1.37, -5.97, 1.69], [-0.10, -5.65, 0.50], [-1.78, -5.82, -0.03], [-0.88, -4.04, 3.41], [-0.74, -2.30, 3.08], [0.54, -3.42, 2.56], [-3.82, -4.10, 0.72], [-3.66, -2.52, 1.49], [-3.27, -2.36, 3.94], [-3.66, -3.39, 6.15], [-4.16, -5.81, 6.32], [-4.30, -7.18, 4.27], [-3.94, -6.14, 2.06], [1.98, 4.72, 0.38], [3.06, 4.83, -0.68], [3.20, 3.56, -1.51], [1.97, 3.29, -2.26], [1.14, 2.28, -2.11], [1.48, 1.10, -0.89], [0.01, 2.18, -2.83], [-0.50, 2.97, -3.89], [-1.69, 3.04, -4.01], [0.45, 3.63, -4.83], [1.59, 2.97, -5.28], [2.41, 3.58, -6.22], [2.09, 4.84, -6.70], [0.95, 5.50, -6.25], [0.12, 4.89, -5.33], [1.94, 5.63, 0.99], [2.17, 3.88, 1.05], [0.99, 4.58, -0.07], [4.03, 5.03, -0.22], [2.87, 5.68, -1.34], [3.41, 2.71, -0.88], [4.01, 3.65, -2.24], [1.76, 3.93, -3.02], [-0.60, 1.34, -2.59], [1.83, 1.98, -4.92], [3.28, 3.06, -6.59], [2.74, 5.32, -7.43], [0.71, 6.48, -6.63], [-0.79, 5.37, -4.99], [2.33, -1.71, 0.76], [2.42, -0.89, 1.95], [3.69, -0.97, 2.68], [3.49, -0.58, 4.12], [2.84, 0.78, 4.18], [1.62, 0.79, 3.37], [0.60, 1.76, 3.71], [1.47, 0.02, 2.27], [0.42, 0.16, 1.59], [2.68, -2.72, 1.00], [2.93, -1.31, -0.05], [1.29, -1.80, 0.44], [4.44, -0.33, 2.19], [4.04, -2.00, 2.60], [4.45, -0.56, 4.65], [2.85, -1.31, 4.61], [3.53, 1.56, 3.82], [2.56, 1.04, 5.20], [0.59, 1.90, 4.79], [-0.38, 1.39, 3.41], [0.79, 2.73, 3.24]],
  "homo_lumo_gap_ev": [6.24, 6.27],
  "molar_mass_da": 898.04,
  "total_charge": 1,
  "homo_energy_ev": [-9.60, -9.65],
  "spin_multiplicity": 2
}

***

Stability check: which of them is least stable? <ii>.

***

<i>
{
  "formula": "C5H9N2OS",
  "method": "ωB97M-V with the def2-TZVPD basis set",
  "elements": ["C", "C", "C", "C", "C", "N", "N", "O", "S", "H", "H", "H", "H", "H", "H", "H", "H", "H"],
  "positions_angstrom": [[-0.56, 1.25, -2.09], [-0.72, -0.09, -1.72], [-0.43, 2.26, -1.15], [-0.45, 0.66, 0.49], [-0.57, -1.50, 2.39], [-0.30, 1.90, 0.12], [-0.70, -0.38, -0.37], [2.19, -0.50, -0.13], [-0.10, 0.29, 2.24], [-0.47, 1.54, -3.20], [-0.64, -0.91, -2.43], [-0.21, 3.29, -1.37], [-0.46, -1.82, 3.49], [0.10, -2.07, 1.78], [-1.60, -1.51, 2.14], [-0.85, -1.30, -0.02], [2.93, -0.32, 0.63], [2.85, -0.78, -0.81]],
  "homo_lumo_gap_ev": 8.39,
  "molar_mass_da": 145.21,
  "total_charge": 1,
  "homo_energy_ev": -13.22,
  "spin_multiplicity": 1
}

***

<ii>
{
  "formula": "C5H9N2OS",
  "method": "ωB97M-V with the def2-TZVPD basis set",
  "elements": ["C", "C", "C", "C", "C", "N", "N", "O", "S", "H", "H", "H", "H", "H", "H", "H", "H", "H"],
  "positions_angstrom": [[3.97, -0.54, 0.46], [-2.05, -0.62, 0.54], [-2.88, 0.51, 0.97], [-2.60, -1.91, 0.02], [2.74, 1.74, -1.44], [3.05, 0.21, 0.34], [2.31, 1.02, -0.30], [4.55, -1.53, 0.71], [-0.38, -0.55, 0.56], [-3.81, 0.52, 0.54], [-2.37, 1.39, 0.75], [-3.15, 0.31, 2.00], [-2.96, -1.78, -0.90], [-3.42, -2.11, 0.81], [-1.94, -2.69, 0.20], [2.01, 2.50, -1.63], [3.18, 1.23, -2.33], [3.74, 2.30, -1.31]],
  "homo_lumo_gap_ev": [7.70, 3.86],
  "molar_mass_da": 145.21,
  "total_charge": 1,
  "homo_energy_ev": [-13.09, -11.70],
  "spin_multiplicity": 1
}

***

Stability check: which of them is least stable? <ii>.